Entry 1:
Density functional theory data (ωB97M-V/def2-TZVPD) for 2 unconnected molecules or ions with the total composition C11H18 at a distorted geometry.

**Energy**: -429.90014 Ha
**SMILES string**: Cc1ccccc1.CC(C)C
**Energy relative to the best compared isomer or geometry (same formula, charge and spin)**: 25.4 kcal per mole

Each line ends with the Löwdin charge.
Cartesian coordinates (Å):
1 C -2.570 2.272 2.897  -0.07
2 C -0.379 -0.352 1.314  -0.09
3 C 0.878 0.216 1.509  -0.11
4 C -1.473 0.224 1.950  -0.04
5 C -1.359 1.494 2.543  -0.29
6 C 1.025 1.371 2.268  -0.09
7 C -0.091 2.001 2.794  -0.06
8 H -0.500 -1.230 0.696  0.09
9 H 1.669 -0.175 0.879  0.10
10 H -2.443 -0.242 2.074  0.11
11 H 2.039 1.729 2.394  0.10
12 H -3.021 2.696 1.990  0.09
13 H -2.374 2.983 3.696  0.08
14 H -0.035 2.871 3.435  0.11
15 H -3.448 1.684 3.203  0.08
16 C 0.710 -1.265 -2.041  -0.47
17 C -0.359 -2.048 -2.815  -0.09
18 C 2.094 -1.916 -2.346  -0.09
19 C 0.782 0.233 -2.186  -0.08
20 H 0.630 -1.565 -0.989  0.09
21 H -0.262 -1.992 -3.899  0.08
22 H 2.482 -1.440 -3.256  0.07
23 H 2.810 -1.761 -1.540  0.07
24 H 2.053 -2.978 -2.582  0.07
25 H 0.167 0.599 -3.011  0.08
26 H 0.723 0.962 -1.378  0.06
27 H 1.821 0.501 -2.450  0.07
28 H -1.393 -1.782 -2.599  0.07
29 H -0.178 -3.089 -2.549  0.07

Entry 2:
Density functional theory data (ωB97M-V/def2-TZVPD) for a molecular structure, C11H18AlCl5CsF3MgO16S2 at a distorted geometry.

**Energy**: -5491.87245 Ha
**Net charge**: +2

Each line ends with the Löwdin charge.
Cartesian coordinates (Å):
1 C -1.459 0.212 -4.196  -0.19
2 O -1.257 -1.167 -4.265  -0.10
3 C -0.265 -1.612 -3.385  -0.21
4 C -0.439 -1.057 -1.942  -0.15
5 C 0.440 -1.800 -0.895  -0.08
6 C 0.081 -1.419 0.567  -0.41
7 O 1.128 -1.603 1.505  0.02
8 O -0.862 -2.484 0.965  -0.06
9 S -1.830 -1.819 2.096  0.65
10 O -1.267 -1.714 3.518  -1.24
11 O -3.149 -2.306 1.969  -0.20
12 O -1.731 -0.305 1.588  -0.15
13 C -0.492 0.004 0.831  -0.13
14 C 0.279 1.021 1.761  -0.06
15 C 1.492 1.761 1.096  -0.04
16 C 2.361 0.934 0.163  -0.45
17 O 2.214 0.868 -1.055  0.04
18 O 3.328 0.218 0.742  0.16
19 H -1.943 0.612 -5.208  -0.09
20 H -2.122 0.516 -3.374  0.08
21 H -0.505 0.778 -4.091  0.12
22 H -0.299 -2.710 -3.299  0.16
23 H 0.751 -1.360 -3.778  0.07
24 H -1.493 -1.083 -1.613  0.15
25 H -0.150 0.009 -1.867  0.10
26 H 0.305 -2.890 -0.986  0.16
27 H 1.543 -1.597 -1.085  0.03
28 H 1.890 -2.019 1.079  0.13
29 H -0.872 0.598 -0.007  0.17
30 H 0.563 0.581 2.738  0.12
31 H -0.455 1.807 2.012  0.09
32 H 1.153 2.663 0.572  0.13
33 H 2.151 2.084 1.918  0.15
34 H 3.812 -0.269 0.056  0.12
35 Cl -3.524 1.056 -5.629  0.29
36 Al -3.258 -1.303 4.185  1.10
37 C 1.913 -3.443 -7.050  -0.66
38 F 1.972 -3.227 -8.356  0.17
39 F 0.641 -3.751 -6.747  0.13
40 F 2.657 -4.523 -6.784  0.14
41 S 2.494 -1.970 -6.107  0.48
42 O 1.597 -0.902 -6.468  -0.29
43 O 3.854 -1.767 -6.509  -0.27
44 O 2.352 -2.383 -4.685  -0.42
45 C -1.660 4.894 2.584  -1.50
46 Cl -2.300 5.137 0.958  0.54
47 Cl -2.396 3.482 3.342  0.58
48 Cl 0.104 4.722 2.538  0.56
49 H -1.901 5.766 3.182  0.03
50 O -2.486 0.854 6.323  -0.48
51 Cl -1.701 1.980 6.838  0.63
52 O -0.989 1.565 8.027  -0.35
53 O -2.581 3.059 7.149  -0.31
54 O -0.754 2.389 5.821  -0.42
55 O 0.308 3.295 10.650  0.14
56 H -0.134 2.581 10.157  0.01
57 Cs 0.227 -1.894 4.748  1.55
58 Mg 2.666 -1.071 -2.296  1.26

Entry 3:
Density functional theory data (ωB97M-V/def2-TZVPD) for a molecular structure, C11H18AlClIO4 at a distorted geometry.

**Energy**: -1731.20508 Ha
**Net charge**: -1

Each line ends with the Löwdin charge.
Cartesian coordinates (Å):
1 C 3.006 1.052 2.592  -0.08
2 C 1.915 0.177 2.773  -0.26
3 C 1.521 -0.917 1.754  -0.43
4 O 2.734 -1.143 1.044  -0.19
5 Al 2.440 -0.183 -0.503  0.26
6 C 3.492 -0.701 -2.166  -0.18
7 C 3.439 0.481 -3.109  -0.93
8 O 2.513 0.695 -3.775  0.04
9 Cl 4.864 1.598 -3.134  0.55
10 O 0.677 -0.710 -0.471  -0.15
11 C 0.238 -0.602 0.788  -0.75
12 I -0.350 1.455 1.521  0.93
13 C -0.950 -1.468 1.255  -0.23
14 C -2.219 -1.540 0.340  -0.18
15 C -2.309 -0.601 -0.892  -0.19
16 C -3.759 -0.015 -1.053  -0.23
17 O -4.005 0.988 -0.058  -0.22
18 C -3.467 2.247 -0.435  -0.16
19 H 2.820 2.088 2.244  0.03
20 H 4.048 0.801 2.827  0.04
21 H 1.333 0.251 3.712  0.07
22 H 1.294 -1.821 2.373  0.13
23 H 2.411 1.391 -0.270  -0.01
24 H 3.001 -1.561 -2.657  0.07
25 H 4.535 -0.924 -1.882  0.05
26 H -1.267 -1.156 2.265  0.08
27 H -0.564 -2.504 1.378  0.11
28 H -3.114 -1.352 0.968  0.10
29 H -2.329 -2.589 0.000  0.10
30 H -1.633 0.263 -0.904  0.06
31 H -2.147 -1.195 -1.815  0.11
32 H -3.737 0.529 -2.025  0.11
33 H -4.520 -0.811 -1.051  0.12
34 H -2.646 2.161 -1.174  0.08
35 H -3.019 2.729 0.450  0.04
36 H -4.244 2.887 -0.908  0.08

Number 1: LUMO 0.96 eV, highest occupied orbital energy -8.91 eV. Number 2: LUMO -10.82 eV, highest occupied orbital energy -11.73 eV. Number 3: LUMO 2.80 eV, highest occupied orbital energy -3.56 eV.